1.
{"formula": "C23H34ClN5O6PRhSTe", "method": "the ωB97M-V functional and the def2-TZVPD basis", "elements": ["Rh", "N", "C", "C", "O", "O", "H", "H", "H", "H", "S", "C", "N", "C", "C", "C", "N", "H", "H", "H", "H", "H", "H", "H", "H", "C", "C", "O", "P", "O", "Te", "O", "C", "C", "H", "H", "H", "H", "H", "H", "H", "H", "H", "H", "N", "C", "O", "C", "C", "C", "N", "C", "C", "H", "H", "H", "H", "H", "H", "Cl", "C", "C", "C", "C", "C", "C", "C", "H", "H", "H", "H", "H", "H"], "coordinates": [[0.044, 0.244, 0.050], [1.840, 1.633, 1.106], [3.141, 1.001, 0.930], [3.053, 0.076, -0.276], [3.881, 0.216, -1.159], [2.099, -0.797, -0.218], [1.700, 2.326, 0.375], [1.792, 2.107, 2.002], [3.357, 0.372, 1.798], [3.959, 1.709, 0.783], [-0.892, -1.745, -1.414], [-0.471, -3.006, -0.350], [0.737, -3.082, 0.178], [1.099, -3.965, 1.274], [-0.157, -4.514, 1.936], [-1.099, -5.038, 0.855], [-1.376, -3.958, -0.074], [1.392, -2.330, -0.079], [1.696, -3.398, 1.992], [1.722, -4.777, 0.889], [-0.663, -3.711, 2.477], [0.097, -5.307, 2.637], [-2.039, -5.373, 1.294], [-0.640, -5.884, 0.334], [-2.288, -3.848, -0.480], [-1.365, -0.501, -5.110], [-0.240, 0.501, -5.274], [0.059, 1.162, -4.046], [1.334, 0.858, -3.093], [0.881, 1.315, -1.713], [2.189, -1.316, -3.726], [2.369, 2.019, -3.487], [2.836, 2.208, -4.814], [3.543, 3.550, -4.863], [-1.610, -0.943, -6.076], [-2.250, -0.011, -4.701], [-1.062, -1.290, -4.426], [-0.523, 1.284, -5.984], [0.649, -0.014, -5.649], [1.990, 2.202, -5.510], [3.515, 1.392, -5.083], [2.852, 4.335, -4.556], [3.896, 3.761, -5.871], [4.386, 3.543, -4.174], [-3.545, -1.536, 5.839], [-2.198, -1.351, 5.675], [-1.436, -1.450, 6.614], [-1.720, -1.103, 4.294], [-0.374, -0.775, 4.107], [0.136, -0.639, 2.840], [-0.599, -0.806, 1.724], [-1.893, -1.118, 1.902], [-2.482, -1.272, 3.135], [-3.852, -1.642, 6.792], [-4.203, -1.114, 5.207], [0.261, -0.673, 4.975], [1.188, -0.440, 2.683], [-2.462, -1.280, 0.995], [-3.520, -1.569, 3.186], [-0.552, 5.913, 2.900], [-0.910, 4.546, 1.899], [-0.433, 4.506, 0.594], [-0.722, 3.421, -0.206], [-1.483, 2.332, 0.274], [-1.792, 1.213, -0.572], [-1.971, 2.424, 1.597], [-1.680, 3.506, 2.400], [0.153, 5.330, 0.212], [-0.354, 3.382, -1.223], [-1.686, 1.383, -1.639], [-2.666, 0.629, -0.306], [-2.588, 1.622, 1.985], [-2.050, 3.555, 3.415]], "charge": 0, "e_lumo_ha": [-0.058, -0.058], "e_above_lowest_ev": 2.6357, "e_homo_ev": [-5.8, -5.8]}

2.
{"formula": "C23H34CsN4NbO", "method": "the ωB97M-V functional and the def2-TZVPD basis", "elements": ["N", "C", "O", "Cs", "Nb", "N", "N", "C", "C", "C", "C", "C", "C", "C", "C", "H", "H", "H", "H", "H", "H", "H", "H", "H", "H", "H", "H", "H", "H", "H", "H", "H", "H", "C", "H", "H", "H", "C", "H", "H", "H", "C", "C", "C", "C", "C", "C", "N", "C", "C", "C", "C", "C", "C", "H", "H", "H", "H", "H", "H", "H", "H", "H", "H"], "coordinates": [[-1.719, 0.272, 0.161], [-2.567, 0.839, 0.823], [-3.687, 1.210, 1.145], [-4.451, 0.411, -1.280], [0.263, 0.044, -0.149], [0.321, 1.867, -0.918], [0.102, -1.759, -0.995], [-0.265, 3.227, -0.899], [-0.342, -3.124, -0.658], [-1.695, 3.138, -1.420], [0.538, 4.225, -1.743], [-0.286, 3.723, 0.547], [-0.723, -3.907, -1.918], [0.777, -3.856, 0.080], [-1.572, -3.071, 0.236], [-1.727, 2.669, -2.415], [-2.106, 4.152, -1.509], [-2.346, 2.587, -0.729], [1.541, 4.400, -1.335], [0.016, 5.192, -1.723], [0.617, 3.913, -2.791], [-0.901, 3.078, 1.187], [-0.709, 4.738, 0.568], [0.728, 3.749, 0.968], [-1.480, -3.374, -2.504], [-1.160, -4.870, -1.619], [0.137, -4.130, -2.556], [1.691, -3.899, -0.522], [0.453, -4.880, 0.313], [1.013, -3.349, 1.025], [-1.396, -2.557, 1.188], [-1.863, -4.106, 0.465], [-2.413, -2.584, -0.277], [0.868, -1.587, -2.244], [0.955, -0.513, -2.502], [1.873, -2.039, -2.183], [0.319, -2.061, -3.069], [1.719, 1.711, -1.394], [2.368, 2.492, -0.965], [2.153, 0.717, -1.078], [1.771, 1.770, -2.496], [3.841, -2.923, 2.856], [3.898, -2.338, 1.590], [2.972, -1.354, 1.223], [1.963, -0.986, 2.134], [1.898, -1.586, 3.406], [2.841, -2.544, 3.764], [1.014, 0.017, 1.790], [0.719, 0.988, 2.800], [-0.597, 1.204, 3.231], [-0.872, 2.266, 4.094], [0.164, 3.087, 4.550], [1.492, 2.793, 4.208], [1.776, 1.737, 3.349], [4.596, -3.659, 3.145], [4.674, -2.621, 0.880], [3.054, -0.838, 0.259], [1.105, -1.284, 4.098], [2.808, -2.994, 4.757], [-1.382, 0.517, 2.902], [-1.899, 2.439, 4.415], [-0.055, 3.941, 5.199], [2.308, 3.386, 4.621], [2.802, 1.475, 3.077]], "charge": 2, "e_lumo_ha": [-0.266, -0.265], "e_homo_ev": [-13.6, -13.6]}

3.
{"formula": "C23H34N4O2", "method": "the ωB97M-V functional and the def2-TZVPD basis", "elements": ["C", "O", "C", "C", "C", "C", "C", "N", "C", "C", "N", "C", "C", "C", "C", "C", "C", "C", "C", "O", "C", "C", "C", "C", "N", "C", "C", "C", "N", "H", "H", "H", "H", "H", "H", "H", "H", "H", "H", "H", "H", "H", "H", "H", "H", "H", "H", "H", "H", "H", "H", "H", "H", "H", "H", "H", "H", "H", "H", "H", "H", "H", "H"], "coordinates": [[1.112, -5.285, -4.788], [0.250, -4.776, -3.800], [0.269, -3.434, -3.546], [1.053, -2.510, -4.224], [1.007, -1.167, -3.883], [0.164, -0.719, -2.882], [0.079, 0.734, -2.494], [-0.317, 0.869, -1.106], [0.738, 0.477, -0.189], [0.206, 0.475, 1.248], [-0.386, 1.744, 1.644], [0.630, 2.760, 1.924], [1.410, 2.364, 3.141], [2.730, 2.395, 3.281], [3.676, 2.834, 2.197], [3.386, 2.008, 4.573], [-1.414, 2.094, 0.663], [-2.226, 3.336, 1.038], [-2.996, 3.129, 2.347], [-2.166, 2.945, 3.461], [-0.840, 2.175, -0.761], [-0.631, -1.646, -2.221], [-0.577, -2.992, -2.518], [-1.393, -4.003, -1.744], [-1.756, -3.521, -0.443], [-2.848, -2.806, -0.106], [-2.710, -2.464, 1.220], [-1.479, -3.018, 1.594], [-0.917, -3.646, 0.579], [0.943, -6.361, -4.799], [0.881, -4.873, -5.775], [2.162, -5.087, -4.547], [1.716, -2.824, -5.014], [1.640, -0.468, -4.412], [1.040, 1.237, -2.708], [-0.689, 1.218, -3.108], [1.070, -0.530, -0.448], [1.610, 1.153, -0.273], [1.014, 0.238, 1.941], [-0.566, -0.296, 1.334], [1.300, 2.942, 1.075], [0.116, 3.698, 2.152], [0.794, 2.044, 3.970], [3.443, 2.349, 1.250], [3.614, 3.912, 2.047], [4.700, 2.587, 2.463], [2.648, 1.734, 5.323], [4.056, 1.163, 4.417], [3.981, 2.838, 4.954], [-2.105, 1.239, 0.663], [-2.947, 3.528, 0.242], [-1.585, 4.215, 1.123], [-3.669, 2.265, 2.227], [-3.607, 4.010, 2.564], [-1.505, 2.277, 3.212], [-1.641, 2.424, -1.462], [-0.073, 2.970, -0.823], [-1.281, -1.286, -1.440], [-0.797, -4.911, -1.620], [-2.302, -4.258, -2.300], [-3.631, -2.606, -0.810], [-3.391, -1.905, 1.829], [-0.994, -2.988, 2.549]], "charge": 0, "e_lumo_ha": 0.028, "e_above_lowest_ev": 3.4587, "e_homo_ev": -8.2, "smiles": "COc1ccc(CN2CCN(CC=C(C)C)[C@@H](CCO)C2)cc1Cn1cccn1"}

4.
{"formula": "C23H35B2Cl2N3O5S2", "method": "the ωB97M-V functional and the def2-TZVPD basis", "elements": ["C", "C", "O", "C", "C", "C", "B", "N", "O", "C", "B", "N", "O", "C", "C", "N", "C", "C", "C", "Cl", "C", "C", "Cl", "C", "C", "C", "S", "C", "S", "H", "H", "H", "H", "H", "H", "H", "H", "H", "H", "H", "H", "H", "H", "H", "H", "H", "H", "H", "C", "C", "C", "O", "H", "H", "H", "H", "H", "H", "H", "H", "C", "C", "C", "O", "H", "H", "H", "H", "H", "H", "H", "H"], "coordinates": [[3.991, -3.090, 1.543], [2.951, -2.608, 0.431], [3.399, -1.467, -0.356], [2.266, -0.845, -1.006], [1.174, -1.774, -1.639], [-0.119, -1.216, -2.345], [-1.211, -2.227, -2.988], [-2.658, -2.094, -2.649], [-0.708, -3.240, -3.914], [-0.291, 0.325, -2.389], [-1.585, 1.083, -3.041], [-1.520, 1.991, -4.238], [-2.847, 0.888, -2.387], [0.815, 1.225, -1.784], [2.113, 0.718, -1.085], [3.124, 1.638, -0.543], [2.553, 2.698, 0.294], [3.155, 3.094, 1.693], [4.455, 2.300, 2.212], [4.366, 0.793, 3.236], [5.713, 2.837, 1.788], [7.134, 2.213, 2.142], [5.730, 4.344, 0.721], [2.504, 4.244, 2.540], [1.259, 5.034, 2.074], [0.673, 4.681, 0.681], [-0.808, 5.526, -0.075], [1.320, 3.556, -0.158], [0.623, 3.086, -1.829], [5.000, -3.428, 1.089], [3.544, -4.050, 2.007], [4.119, -2.359, 2.412], [2.835, -3.491, -0.308], [1.962, -2.317, 0.923], [1.247, -2.922, -1.625], [-2.672, -1.580, -1.744], [-3.006, -3.058, -2.532], [-1.131, -4.101, -3.682], [-0.549, 2.303, -4.372], [-1.886, 1.471, -5.047], [-3.577, 1.182, -2.995], [3.886, 1.126, -0.076], [7.109, 1.110, 2.435], [7.653, 2.795, 2.976], [7.806, 2.279, 1.205], [2.988, 4.486, 3.538], [0.763, 5.850, 2.693], [-1.962, 5.092, 0.589], [-7.249, 0.487, -1.923], [-6.870, 0.272, -3.380], [-7.551, -0.961, -3.953], [-5.455, 0.123, -3.485], [-6.937, -0.364, -1.309], [-6.743, 1.369, -1.521], [-8.328, 0.621, -1.811], [-7.149, 1.151, -3.966], [-7.249, -1.862, -3.409], [-7.261, -1.110, -4.997], [-8.639, -0.871, -3.902], [-5.196, -0.653, -2.970], [0.248, -1.381, 4.371], [0.250, -2.789, 3.795], [-0.322, -3.792, 4.784], [1.586, -3.161, 3.460], [0.865, -1.327, 5.273], [0.672, -0.672, 3.654], [-0.766, -1.059, 4.622], [-0.335, -2.809, 2.871], [0.276, -3.822, 5.700], [-0.304, -4.801, 4.361], [-1.353, -3.543, 5.048], [2.112, -3.147, 4.271]], "charge": 0, "e_lumo_ha": -0.001, "e_homo_ev": -7.6, "smiles": "CCOc1cc(B(N)O)c(B(N)O)c2c1Nc1c(/C(Cl)=C(/C)Cl)ccc(S)c1S2.CC(C)O.CC(C)O"}